Density functional theory data (ωB97M-V/def2-TZVPD) for a molecular structure, C5H12LiN2OS.

For the relative energy (zero: lowest compared OMol25 entry of this formula, charge and spin), the calculation gives 0.00 kJ/mol. As for the net charge: +1. For the energy, the calculation gives -21443.6969 eV. For the HOMO-LUMO gap, the calculation gives 9.26 eV.

The geometry in XYZ format:
```
22
Properties=species:S:1:pos:R:3:forces:R:3
Li -0.8866 0.0823 2.0933 0.05 0.03 0.11
C -1.0754 -0.4184 5.1305 -0.05 -0.02 0.03
O -0.3934 -0.0720 3.9051 0.00 0.02 -0.11
H -1.2336 0.4689 5.7401 0.01 0.01 -0.02
H -0.5021 -1.1583 5.6846 0.01 -0.01 -0.02
H -2.0365 -0.8437 4.8570 0.00 0.00 -0.02
H 0.4868 0.2511 4.1260 0.00 0.00 0.00
C 2.2753 0.6861 -1.7122 0.02 -0.02 0.01
N 0.8906 0.3014 -1.8869 -0.03 0.07 0.01
C 0.4625 -0.4519 -3.0657 0.00 0.01 -0.02
C -1.0621 -0.5307 -2.8921 0.00 -0.02 0.00
N -1.2359 -0.0577 -1.5152 -0.03 -0.05 0.00
C -0.1076 0.5100 -1.0389 0.07 -0.05 -0.13
S -0.0023 1.3933 0.4093 -0.05 -0.01 0.09
H 2.9139 -0.1963 -1.7669 -0.01 -0.01 0.00
H 2.3947 1.1614 -0.7439 -0.01 0.01 0.00
H 2.5694 1.3846 -2.4958 -0.01 0.00 0.00
H 0.9339 -1.4360 -3.0694 0.00 -0.01 0.03
H 0.7584 0.0729 -3.9734 0.00 -0.01 -0.01
H -1.4375 -1.5447 -3.0054 0.00 0.00 -0.01
H -1.5882 0.1171 -3.5929 0.01 0.03 0.01
H -2.1243 0.2803 -1.1872 0.01 0.02 0.03
```
Forces are in eV/Å.

---

Density functional theory data (ωB97M-V/def2-TZVPD) for a gas-phase ion, C5H12N (charge +1).

For the relative energy (zero: lowest compared OMol25 entry of this formula, charge and spin), the calculation gives 108.43 kJ/mol. As for the net charge: +1. Its SMILES is C/C=C/CC[NH3+]. For the energy, the calculation gives -6862.4347 eV. For the HOMO-LUMO gap, the calculation gives 9.18 eV.

The geometry in XYZ format:
```
18
Properties=species:S:1:pos:R:3:forces:R:3
C 0.8856 -1.4071 2.6267 0.09 -0.31 0.06
C 0.7441 -1.2116 1.1446 -0.54 0.18 -0.01
C 0.6815 -0.0469 0.5064 0.60 -0.34 -0.13
C 0.4773 0.0651 -0.9818 0.42 0.08 0.11
C -0.2903 1.3066 -1.3872 0.08 -0.03 -0.62
N -1.7645 1.0073 -1.5915 0.18 0.37 -0.03
H 0.0410 -0.9532 3.1399 -0.17 -0.07 0.03
H 1.7682 -0.9673 3.0833 0.24 0.13 -0.26
H 0.8996 -2.4730 2.8627 -0.04 0.16 0.05
H 0.5642 -2.1026 0.5462 -0.07 -0.05 0.11
H 1.0206 0.8620 0.9981 -0.36 0.09 0.14
H 1.4461 0.1071 -1.4839 0.10 0.20 0.03
H 0.0141 -0.8229 -1.4149 -0.15 -0.15 0.13
H 0.0312 1.6642 -2.3682 -0.01 0.04 0.13
H -0.2090 2.1280 -0.6829 -0.05 -0.02 0.15
H -2.2470 0.6517 -0.7630 0.18 -0.07 0.05
H -1.8359 0.3243 -2.3459 -0.26 -0.07 0.07
H -2.2267 1.8683 -1.8886 -0.23 -0.12 -0.01
```
Forces are in eV/Å.

---

Density functional theory data (ωB97M-V/def2-TZVPD) for 2 unconnected molecules or ions with the total composition C5H12N in a non-equilibrium geometry.

For the relative energy (zero: lowest compared OMol25 entry of this formula, charge and spin), the calculation gives 180.69 kJ/mol. As for the net charge: +1. For the energy, the calculation gives -6861.6858 eV. For the HOMO-LUMO gap, the calculation gives 11.15 eV.

The geometry in XYZ format:
```
18
Properties=species:S:1:pos:R:3:forces:R:3
C 1.4440 1.9854 0.5701 -0.89 -0.88 0.07
C 0.6508 1.1403 -0.3968 0.63 0.70 0.12
C -0.1186 1.5486 -1.3801 -0.49 -0.45 -0.26
N 0.9202 -0.3153 -0.2648 0.83 -0.31 0.15
H 1.1242 3.0148 0.4779 0.19 0.17 0.02
H 1.2379 1.6361 1.5862 0.13 0.21 0.09
H 2.5086 1.8674 0.3750 0.09 0.19 -0.04
H -0.5032 0.8448 -2.1119 -0.17 0.04 0.11
H -0.4417 2.5737 -1.4825 0.33 0.10 -0.02
H 1.6920 -0.4697 0.3942 -0.15 0.09 -0.02
H 1.2475 -0.7314 -1.1437 -0.36 0.05 0.03
H 0.1083 -0.8622 0.1009 -0.07 0.08 -0.27
C -1.3780 -2.3170 1.0806 -0.04 0.53 0.15
C -1.8802 -1.7456 -0.0141 0.07 -0.52 0.22
H -0.8727 -3.2731 1.0910 -0.14 -0.12 -0.16
H -1.4828 -1.8210 2.0398 0.10 -0.02 0.04
H -1.8787 -2.2906 -0.9486 0.06 0.16 -0.21
H -2.3777 -0.7851 0.0268 -0.11 -0.02 -0.02
```
Forces are in eV/Å.

---

Density functional theory data (ωB97M-V/def2-TZVPD) for 2 unconnected molecules or ions with the total composition C5H12N in a non-equilibrium geometry.

For the relative energy (zero: lowest compared OMol25 entry of this formula, charge and spin), the calculation gives 543.21 kJ/mol. As for the net charge: +2. As for the multiplicity: 2. For the energy, the calculation gives -6844.0337 eV. For the HOMO-LUMO gap (alpha / beta), the calculation gives 5.36 / 7.14 eV.

The geometry in XYZ format:
```
18
Properties=species:S:1:pos:R:3:forces:R:3
C 1.9496 -1.4128 -0.1595 -0.34 0.79 0.52
C 2.5412 0.0083 -0.1011 -0.02 -1.26 -1.00
C 1.5954 1.0069 0.6572 -0.27 0.41 0.32
C 0.3717 1.2041 -0.1085 1.12 -0.49 0.74
C -0.6416 0.2531 -0.0142 -0.05 1.39 -0.11
N -4.8199 -0.5501 -0.1673 0.19 -1.84 -0.13
H 2.0280 -1.9217 0.8010 0.07 -0.06 -0.04
H 0.8607 -1.2884 -0.3402 0.16 -0.50 -0.26
H 2.4025 -2.0198 -0.9403 -0.06 0.05 0.02
H 3.5224 0.0002 0.3553 0.06 0.29 0.39
H 2.6808 0.3555 -1.1218 0.03 0.30 -0.03
H 1.3403 0.5523 1.6237 0.13 -0.18 -0.07
H 2.1047 1.9477 0.8251 0.14 0.18 -0.13
H 0.2810 2.1225 -0.6965 -0.36 -0.16 -0.05
H -1.6773 0.4877 -0.2276 -0.10 -0.57 -0.32
H -5.1188 -0.6861 -1.1431 -0.20 0.56 0.04
H -5.2969 -1.1478 0.5279 -0.29 0.58 0.07
H -3.8269 -0.4005 0.0147 -0.19 0.51 0.03
```
Forces are in eV/Å.

---

Density functional theory data (ωB97M-V/def2-TZVPD) for C5H12N2 in the gas phase in a non-equilibrium geometry.

For the relative energy (zero: lowest compared OMol25 entry of this formula, charge and spin), the calculation gives 367.49 kJ/mol. Its SMILES is C=CNNC(C)C. For the energy, the calculation gives -8356.3274 eV. For the HOMO-LUMO gap, the calculation gives 8.26 eV.

The geometry in XYZ format:
```
19
Properties=species:S:1:pos:R:3:forces:R:3
C 2.3800 -0.9983 -1.4781 0.16 -0.02 -0.09
C 1.3264 -1.4259 -0.7793 -0.27 0.26 0.49
N 0.7722 -0.7728 0.3002 1.88 -1.68 -0.50
N -0.4155 -1.2669 0.9084 0.37 4.01 -2.98
C -1.2490 0.3134 0.4970 -1.38 -2.91 2.66
C -0.9017 1.3817 1.5026 0.39 -0.16 -0.15
C -1.2095 0.7636 -0.9386 0.55 -0.80 -0.01
H 2.8967 -0.0810 -1.2262 0.03 0.04 0.04
H 2.7714 -1.5763 -2.2978 -0.05 -0.05 -0.08
H 0.7938 -2.3340 -1.0353 0.03 -0.02 0.00
H 1.2557 0.0586 0.6297 -0.40 -0.34 0.15
H -0.1527 -1.5418 1.8576 -0.66 0.93 0.28
H -2.1846 -0.1815 0.7338 -0.66 0.84 -0.10
H 0.1020 1.7860 1.3191 -0.09 -0.06 0.10
H -0.9577 0.9972 2.5183 -0.01 0.09 0.05
H -1.5901 2.2226 1.3983 -0.05 -0.03 0.01
H -1.9867 1.5216 -1.0943 0.06 -0.18 0.22
H -0.2505 1.2036 -1.2007 0.11 0.03 -0.04
H -1.4002 -0.0697 -1.6148 0.00 0.05 -0.04
```
Forces are in eV/Å.

---

Density functional theory data (ωB97M-V/def2-TZVPD) for C5H12N2 in the gas phase in a non-equilibrium geometry.

For the relative energy (zero: lowest compared OMol25 entry of this formula, charge and spin), the calculation gives 206.85 kJ/mol. Its SMILES is C=N[C@@H](C)NCC. For the energy, the calculation gives -8357.9924 eV. For the HOMO-LUMO gap, the calculation gives 9.43 eV.

The geometry in XYZ format:
```
19
Properties=species:S:1:pos:R:3:forces:R:3
C 0.3608 1.5980 1.3545 0.73 -0.99 -0.35
N 0.1714 0.3362 1.3116 -2.02 1.47 2.58
C -0.8025 -0.2677 0.3913 1.12 -0.08 -0.80
C -2.2293 0.1795 0.7076 -0.02 0.06 0.13
N -0.4471 -0.0186 -0.9885 2.41 -0.20 -0.33
C 1.1296 -0.1452 -1.1750 -2.11 0.12 -1.29
C 1.6599 -1.5232 -0.8312 -0.13 -0.03 0.22
H 0.4465 2.2549 0.4779 -0.95 0.06 -0.18
H 0.5857 2.1116 2.3000 0.66 -0.49 -0.20
H -0.7601 -1.3498 0.5615 0.16 0.16 -0.04
H -2.9418 -0.3342 0.0542 0.23 -0.05 0.05
H -2.4894 -0.0525 1.7462 0.13 0.05 -0.19
H -2.3654 1.2556 0.5588 0.18 -0.04 0.01
H -0.7229 0.9260 -1.2469 0.15 -0.07 -0.02
H 1.2308 0.0195 -2.2507 0.07 -0.15 -0.03
H 1.7522 0.6361 -0.7324 -0.47 0.01 0.47
H 1.6528 -1.7092 0.2463 -0.02 0.05 -0.06
H 1.0705 -2.3051 -1.3163 0.04 0.09 0.00
H 2.6984 -1.6118 -1.1689 -0.16 0.04 0.02
```
Forces are in eV/Å.